This record from the OMol25 dataset describes a cluster of 2 separate species, C24H25FN in total at a distorted geometry. The level of theory is ωB97M-V/def2-TZVPD.

As for the HOMO energy: -10.77 eV. The calculated total energy comes out at -29493.3584 eV. As for the net charge: +1. For the molecular weight, the calculation gives 346.5 g mol⁻¹. Its frontier orbital gap is 4.673 eV.

Last column: natural (NBO) charge in e.
Element x y z (Å)
C1 -4.33128 -3.18491 1.85675  -0.22
C2 -3.98570 -3.17187 0.49900  -0.19
C3 -3.76053 -1.95916 -0.15955  -0.26
C4 -3.86160 -0.74801 0.54062  0.07
C5 -3.56983 0.54958 -0.17590  -0.45
C6 -2.10504 0.84122 -0.54408  -0.02
C7 -1.88560 2.28506 -1.05303  -0.41
C8 -0.67919 2.85826 -0.27705  -0.41
C9 -0.37358 1.82868 0.83037  -0.21
N1 -1.09813 0.63348 0.46083  -0.67
C10 -4.30788 -0.75700 1.87153  -0.25
C11 -4.51039 -1.97096 2.53498  -0.20
H1 -4.48889 -4.13306 2.37509  0.22
H2 -3.87988 -4.11317 -0.04399  0.21
H3 -3.50718 -1.94510 -1.22401  0.21
H4 -4.09026 0.53915 -1.14851  0.22
H5 -3.95787 1.39869 0.40090  0.21
H6 -1.84914 0.16458 -1.37180  0.15
H7 -1.70873 2.26366 -2.13461  0.21
H8 -2.75775 2.91492 -0.85052  0.22
H9 0.18869 2.96299 -0.94157  0.18
H10 -0.88846 3.83627 0.17600  0.23
H11 0.69785 1.60002 0.87547  0.16
H12 -0.66989 2.22155 1.82756  0.18
H13 -1.26068 -0.03406 1.19583  0.39
H14 -4.49036 0.19140 2.38755  0.22
H15 -4.80109 -1.97694 3.58774  0.22
F1 3.75792 -4.12368 0.04050  -0.31
C12 2.89943 -3.28038 -0.62743  0.38
C13 1.87331 -3.84726 -1.38043  -0.14
C14 1.03961 -2.96334 -2.08565  -0.21
C15 1.16433 -1.59180 -1.94589  -0.07
C16 2.16782 -1.01421 -1.10153  -0.16
C17 2.12665 0.38947 -0.88232  0.18
C18 3.11425 1.22421 -0.27272  -0.20
C19 3.13836 2.62306 -0.60013  -0.10
C20 3.99555 3.50101 0.04766  -0.21
C21 4.92022 3.03016 0.99318  -0.09
C22 4.96687 1.65750 1.27274  -0.24
C23 4.04536 0.78390 0.71349  -0.06
C24 3.12647 -1.91688 -0.53800  -0.18
H16 1.76253 -4.92412 -1.44505  0.26
H17 0.27362 -3.37863 -2.73829  0.25
H18 0.47888 -0.92267 -2.47542  0.23
H19 1.31500 0.90412 -1.40022  0.24
H20 2.46064 2.99292 -1.37709  0.23
H21 3.95360 4.56704 -0.18288  0.24
H22 5.59093 3.72489 1.49790  0.24
H23 5.72560 1.27490 1.95622  0.24
H24 4.00931 -0.24226 1.08063  0.21
H25 4.02617 -1.56324 -0.04485  0.24



This record from the OMol25 dataset describes a structure of composition C20H26NRe at a distorted geometry. The level of theory is ωB97M-V/def2-TZVPD.

Its energy above the lowest of the compared OMol25 structures with the same formula, charge and spin is 0.0 kcal/mol. As for the expectation value of S²: 3.768. As for the HOMO energy (alpha / beta): -9.34 / -11.79 eV. The calculated total energy comes out at -24771.4543 eV. The spin multiplicity is 4. As for the net charge: +1. For the molecular weight, the calculation gives 466.6 g mol⁻¹. Its frontier orbital gap (alpha / beta) is 6.950 / 7.316 eV.

Last column: natural (NBO) charge in e.
Element x y z (Å)
C1 -0.44325 0.81343 -4.68072  0.09
C2 0.13853 2.15541 -4.57114  -0.67
C3 0.38965 -0.30333 -5.12920  -0.67
C4 -1.90033 0.65714 -4.62143  -0.67
H1 0.45517 -0.35110 -6.23402  0.23
H2 -0.01736 -1.27034 -4.79715  0.21
H3 1.42121 -0.20989 -4.75758  0.20
H4 0.13303 2.69281 -5.53969  0.23
H5 1.18580 2.11507 -4.23835  0.20
H6 -0.43035 2.77642 -3.86326  0.21
H7 -2.37734 0.82895 -5.60652  0.23
H8 -2.34795 1.38159 -3.92489  0.21
H9 -2.18729 -0.35596 -4.30482  0.21
C5 2.26141 -0.14341 1.05867  -0.35
C6 2.29768 -0.90600 -0.17333  -0.30
C7 1.94123 -0.00990 -1.24724  -0.30
H10 2.68450 -1.91353 -0.27108  0.27
C8 1.79633 1.29660 -0.70051  -0.20
C9 1.93489 1.21683 0.70007  -0.26
H11 1.90345 2.06951 1.37657  0.26
H12 2.56671 -0.51739 2.03469  0.27
H13 1.94589 -0.24786 -2.30956  0.27
H14 1.65188 2.20940 -1.27324  0.27
C10 -2.09764 -1.02651 0.52416  -0.28
C11 -1.09363 -1.97958 0.92488  -0.30
C12 -0.34878 -2.34256 -0.27039  -0.33
H15 -0.97852 -2.44496 1.90332  0.27
C13 -0.88847 -1.56352 -1.37021  -0.29
C14 -1.98757 -0.80277 -0.86839  -0.22
H16 -2.63955 -0.17910 -1.47105  0.26
H17 -2.85489 -0.59206 1.16907  0.24
H18 0.30208 -3.20740 -0.36711  0.26
H19 -0.61215 -1.66236 -2.41804  0.27
Re1 0.39584 -0.34322 0.18292  0.99
N1 -0.28059 0.44682 2.25029  -0.82
C15 -0.10587 -0.03227 3.61170  0.10
C16 1.10234 -0.22819 4.34913  -0.19
C17 1.13192 -0.22266 5.79296  -0.20
C18 -0.06047 -0.02967 6.52986  -0.20
C19 -1.25386 0.10306 5.80362  -0.19
C20 -1.26388 0.05525 4.40153  -0.23
H20 0.09184 1.42154 2.16419  0.41
H21 -1.28626 0.61565 2.07587  0.41
H22 2.06662 -0.28183 3.85877  0.20
H23 2.06911 -0.27456 6.38921  0.24
H24 -0.05321 0.01844 7.64774  0.24
H25 -2.16846 0.31570 6.36050  0.23
H26 -2.18943 0.25228 3.89923  0.20



This record from the OMol25 dataset describes the ion C4H9N2S2 with charge +1 at a distorted geometry. The level of theory is ωB97M-V/def2-TZVPD.

Its energy above the lowest of the compared OMol25 structures with the same formula, charge and spin is 90.7 kcal/mol. As for the HOMO energy: -13.33 eV. The calculated total energy comes out at -28934.4070 eV. As for the net charge: +1. For the molecular weight, the calculation gives 149.3 g mol⁻¹. Its frontier orbital gap is 9.556 eV.

Last column: natural (NBO) charge in e.
Element x y z (Å)
C1 -2.01758 -0.22920 -0.41171  0.01
C2 -0.90464 0.43770 -1.12711  -0.29
C3 0.12299 -0.35746 0.92585  -0.07
C4 1.57848 0.73383 -0.60449  -0.39
N1 -1.82622 -0.76099 0.69037  -0.27
N2 0.29489 -0.16744 -0.53822  -0.45
S1 1.13258 -1.77494 1.53292  0.05
S2 0.20686 1.15585 1.90878  0.08
H1 -3.06873 0.00983 -0.62021  0.25
H2 -0.94705 0.28822 -2.18133  0.26
H3 -0.87596 1.49789 -0.73172  0.25
H4 1.50336 1.08922 -1.60589  0.23
H5 1.55759 1.48264 0.14927  0.24
H6 2.37235 -0.04741 -0.49910  0.24
H7 0.67521 -0.97729 -1.08110  0.47
H8 0.21869 -2.80098 1.21678  0.19
H9 -0.02284 0.42054 2.97692  0.19



This record from the OMol25 dataset describes an isolated molecule of C6H12N2 at a distorted geometry. The level of theory is ωB97M-V/def2-TZVPD.

Its energy above the lowest of the compared OMol25 structures with the same formula, charge and spin is 39.8 kcal/mol. As for the HOMO energy: -8.81 eV. Its SMILES is C=N/C=C/C[C@H](C)N. The calculated total energy comes out at -9395.1251 eV. For the molecular weight, the calculation gives 112.2 g mol⁻¹. Its frontier orbital gap is 9.813 eV.

Last column: natural (NBO) charge in e.
Element x y z (Å)
C1 -3.03900 2.16480 0.72061  -0.03
N1 -2.65201 1.06952 0.23810  -0.40
C2 -1.54886 0.38305 0.78664  -0.07
C3 -0.29483 0.61318 0.41998  -0.22
C4 0.85247 -0.28385 0.87342  -0.44
C5 1.28108 -1.24494 -0.27724  -0.05
C6 2.33728 -0.56460 -1.13013  -0.62
N2 0.22277 -1.73662 -1.14127  -0.83
H1 -2.46779 2.78911 1.41420  0.15
H2 -4.00020 2.53934 0.36080  0.17
H3 -1.77053 -0.39676 1.50518  0.20
H4 0.05612 1.35733 -0.29373  0.20
H5 1.66219 0.36641 1.21041  0.21
H6 0.48453 -0.77731 1.78017  0.20
H7 1.62802 -2.14775 0.20861  0.19
H8 2.91697 -1.30245 -1.68316  0.22
H9 3.06539 0.02281 -0.56492  0.21
H10 1.90137 0.12191 -1.85877  0.20
H11 0.02809 -1.08300 -1.89201  0.35
H12 -0.66308 -1.89016 -0.67690  0.36



This record from the OMol25 dataset describes an isolated molecule of C5H5NO2 at a distorted geometry. The level of theory is ωB97M-V/def2-TZVPD.

Its energy above the lowest of the compared OMol25 structures with the same formula, charge and spin is 81.7 kcal/mol. As for the HOMO energy: -10.07 eV. Its SMILES is CC(=O)c1ncco1. The calculated total energy comes out at -10847.7734 eV. For the molecular weight, the calculation gives 111.1 g mol⁻¹. Its frontier orbital gap is 10.313 eV.

Last column: natural (NBO) charge in e.
Element x y z (Å)
C1 0.25857 -2.05113 -0.84882  -0.62
C2 1.07413 -0.96219 -0.18125  0.52
O1 2.31567 -1.06692 -0.01215  -0.49
C3 0.33834 0.28048 0.19858  0.39
N1 0.52902 0.94260 1.35082  -0.41
C4 -0.45195 1.96700 1.17084  -0.10
C5 -1.16339 1.81433 0.09713  0.01
O2 -0.66025 0.62310 -0.51596  -0.40
H1 0.69304 -2.78703 -0.91052  0.18
H2 -0.21461 -1.51892 -1.78880  0.24
H3 -0.41769 -2.29735 -0.02507  0.23
H4 -0.42898 2.79732 1.98367  0.24
H5 -1.87190 2.25869 -0.51847  0.22



This record from the OMol25 dataset describes a cluster of 2 separate species, C2H5O2S in total. The level of theory is ωB97M-V/def2-TZVPD.

Its energy above the lowest of the compared OMol25 structures with the same formula, charge and spin is 12.6 kcal/mol. As for the HOMO energy: -4.15 eV. The calculated total energy comes out at -17086.5954 eV. As for the net charge: -1. For the molecular weight, the calculation gives 93.1 g mol⁻¹. Its frontier orbital gap is 7.570 eV.

Last column: natural (NBO) charge in e.
Element x y z (Å)
C1 -0.38741 1.32462 0.11026  -0.76
S1 -1.90884 0.68633 -0.64374  -0.07
H1 0.11417 0.43485 0.54889  0.31
H2 0.26867 1.73568 -0.65150  0.21
H3 -0.62245 2.06992 0.87221  0.18
H4 -2.36530 1.82968 -1.18443  0.08
O1 0.68891 -1.32352 1.14170  -0.80
C2 1.74323 -1.40005 0.45870  0.63
O2 2.24219 -0.54505 -0.29664  -0.78
H5 2.29800 -2.36932 0.55920  -0.01



Copy entry 6 word for word.
This record from the OMol25 dataset describes a cluster of 2 separate species, C2H5O2S in total. The level of theory is ωB97M-V/def2-TZVPD.

Its energy above the lowest of the compared OMol25 structures with the same formula, charge and spin is 12.6 kcal/mol. As for the HOMO energy: -4.15 eV. The calculated total energy comes out at -17086.5954 eV. As for the net charge: -1. For the molecular weight, the calculation gives 93.1 g mol⁻¹. Its frontier orbital gap is 7.570 eV.

Last column: natural (NBO) charge in e.
Element x y z (Å)
C1 -0.38741 1.32462 0.11026  -0.76
S1 -1.90884 0.68633 -0.64374  -0.07
H1 0.11417 0.43485 0.54889  0.31
H2 0.26867 1.73568 -0.65150  0.21
H3 -0.62245 2.06992 0.87221  0.18
H4 -2.36530 1.82968 -1.18443  0.08
O1 0.68891 -1.32352 1.14170  -0.80
C2 1.74323 -1.40005 0.45870  0.63
O2 2.24219 -0.54505 -0.29664  -0.78
H5 2.29800 -2.36932 0.55920  -0.01



The highest calculated total energy belongs to which entry? C6H12N2



Which of these has the lowest calculated total energy? C24H25FN